Entry 1:
{"formula": "C30H22B2BrF4FeN4O2", "method": "wB97M-V/def2-TZVPD", "energy_ha": -5813.0500, "multiplicity": 2, "e_homo_ev": [-8.11, -8.29], "gap_ha": [0.24062, 0.24736], "species": ["Fe", "C", "C", "C", "C", "C", "C", "N", "N", "C", "C", "C", "C", "C", "C", "H", "H", "H", "H", "H", "H", "H", "H", "H", "Br", "C", "C", "C", "C", "C", "C", "N", "C", "C", "C", "C", "C", "C", "N", "H", "H", "H", "H", "H", "H", "H", "H", "H", "F", "B", "F", "F", "F", "O", "B", "O", "C", "C", "C", "C", "C", "C", "H", "H", "H", "H"], "xyz": [[-0.0999, -0.6128, 0.2463], [1.0875, 3.3965, 4.1277], [1.3381, 2.1865, 4.7656], [1.0637, 0.9920, 4.1328], [0.5355, 0.9905, 2.8321], [0.2669, 2.2080, 2.2066], [0.5409, 3.3977, 2.8528], [0.2686, -0.1866, 2.1403], [0.3472, -1.2623, 2.7958], [-0.0479, -2.4320, 2.2089], [-0.0943, -3.5869, 3.0090], [-0.4295, -4.7930, 2.4355], [-0.7232, -4.8699, 1.0750], [-0.6998, -3.7230, 0.2821], [-0.3800, -2.5053, 0.8366], [1.3045, 4.3314, 4.6271], [1.7471, 2.1722, 5.7678], [1.2464, 0.0435, 4.6150], [-0.2053, 2.1991, 1.2328], [0.3179, 4.3348, 2.3593], [0.1169, -3.4910, 4.0678], [-0.4601, -5.6865, 3.0455], [-0.9759, -5.8265, 0.6338], [-0.9486, -3.7973, -0.7736], [-5.6275, -1.5167, -4.7666], [-3.9788, -1.3329, -3.8563], [-2.8309, -1.8920, -4.3965], [-1.6369, -1.7972, -3.7120], [-1.5501, -1.1454, -2.4704], [-2.7137, -0.5422, -1.9859], [-3.9159, -0.6420, -2.6595], [-0.3771, -1.0918, -1.6919], [0.7400, -1.6047, -2.1511], [1.8944, -1.5628, -1.3484], [3.1582, -1.9875, -1.7918], [4.2450, -1.8336, -0.9742], [4.0646, -1.2558, 0.2859], [2.7992, -0.8800, 0.6729], [1.7227, -1.0384, -0.1071], [-2.8695, -2.4019, -5.3490], [-0.7763, -2.2565, -4.1750], [-2.6851, 0.0246, -1.0687], [-4.8000, -0.1812, -2.2416], [0.8008, -2.0212, -3.1452], [3.2430, -2.4176, -2.7810], [5.2309, -2.1384, -1.2980], [4.8993, -1.1011, 0.9532], [2.6344, -0.4352, 1.6431], [-1.8901, -0.0226, 0.6454], [-3.1290, -0.0005, 1.6479], [-3.6589, -1.2549, 1.5247], [-2.5608, 0.2627, 2.8675], [-3.9147, 1.0019, 1.1596], [1.4808, 1.6348, -0.8701], [0.2420, 0.9951, -0.8047], [-0.7517, 1.8293, -1.2875], [-0.1428, 3.0293, -1.5666], [-0.7066, 4.2178, -1.9734], [0.1556, 5.3020, -2.1101], [1.5165, 5.1875, -1.8506], [2.0789, 3.9813, -1.4408], [1.2203, 2.9131, -1.3103], [-1.7684, 4.3000, -2.1608], [-0.2470, 6.2623, -2.4041], [2.1582, 6.0508, -1.9676], [3.1301, 3.8829, -1.2060]]}

Entry 2:
{"formula": "C30H22BBrF6N10O4Ti", "method": "wB97M-V/def2-TZVPD", "energy_ha": -6052.6671, "charge": -2, "multiplicity": 3, "e_homo_ev": [0.26, -2.48], "gap_ha": [0.14556, 0.24601], "species": ["Ti", "Br", "C", "C", "C", "C", "C", "C", "C", "C", "C", "C", "H", "H", "H", "H", "H", "H", "B", "N", "C", "C", "C", "N", "N", "C", "C", "C", "N", "H", "H", "H", "H", "H", "H", "H", "H", "N", "C", "N", "N", "C", "N", "H", "H", "H", "H", "F", "C", "C", "N", "C", "C", "O", "O", "C", "O", "N", "C", "O", "H", "H", "H", "H", "F", "C", "C", "C", "F", "C", "F", "C", "F", "C", "F"], "xyz": [[0.3870, 0.6529, 0.8234], [1.6180, -1.7304, -0.3303], [0.7657, -2.9224, 0.8825], [1.2101, -4.2134, 0.8989], [0.5673, -5.1440, 1.7449], [-0.4954, -4.7497, 2.5025], [-0.9636, -3.4095, 2.4780], [-2.0906, -3.0226, 3.2351], [-2.5181, -1.7232, 3.1728], [-1.8288, -0.7676, 2.4067], [-0.6970, -1.0444, 1.6493], [-0.3056, -2.4283, 1.6755], [2.0283, -4.5182, 0.2595], [0.9138, -6.1711, 1.7716], [-1.0121, -5.4634, 3.1375], [-2.6015, -3.7640, 3.8414], [-3.3950, -1.4169, 3.7363], [-2.2132, 0.2472, 2.4274], [-2.9863, 0.9587, -0.6631], [-3.4493, -0.5310, -0.8072], [-4.7267, -0.9469, -0.7401], [-4.7412, -2.3263, -0.8469], [-3.3822, -2.6554, -0.9896], [-2.6165, -1.5706, -0.9667], [-1.7573, 1.2138, -1.5719], [-1.7967, 1.5237, -2.8733], [-0.5132, 1.4690, -3.3864], [0.2678, 1.1063, -2.2848], [-0.4847, 0.9562, -1.1962], [-3.9066, 1.6398, -1.0873], [-2.6966, 1.2290, 0.4743], [-5.5239, -0.2322, -0.6096], [-5.5957, -2.9834, -0.8183], [-2.9226, -3.6275, -1.1003], [-2.7430, 1.7537, -3.3358], [-0.1885, 1.6701, -4.3938], [1.3351, 0.9651, -2.2153], [5.6952, -1.9464, 3.2536], [4.6493, -1.2548, 2.6571], [4.7475, -1.1298, 1.3101], [3.7113, -0.7977, 3.4205], [2.6594, -0.2367, 2.8277], [1.7328, 0.2532, 2.3322], [6.5985, -1.7010, 2.8754], [5.6591, -1.8495, 4.2573], [5.2440, -1.8588, 0.8262], [3.9678, -0.7473, 0.7769], [1.2409, 6.3262, 0.5557], [2.0710, 5.4864, 1.1749], [2.7065, 4.5140, 0.5233], [3.6186, 3.6866, 1.1334], [4.2943, 2.6611, 0.3491], [3.3551, 1.5543, -0.1589], [3.9253, 0.5757, -0.6755], [2.1340, 1.7448, 0.0403], [3.8341, 3.7352, 2.4899], [4.6151, 3.0210, 3.0898], [3.1027, 4.7141, 3.1447], [2.2514, 5.6674, 2.6105], [1.7540, 6.5375, 3.2899], [2.5273, 4.3334, -0.5274], [5.0479, 2.2123, 0.9884], [4.7998, 3.1199, -0.5033], [3.2341, 4.7453, 4.1441], [-0.3139, 1.5061, 4.0737], [-0.6168, 2.5456, 3.2563], [-0.4207, 2.4555, 1.8908], [-0.7616, 3.6209, 1.2292], [-0.5917, 3.7281, -0.1155], [-1.2981, 4.7547, 1.8209], [-1.6689, 5.8301, 1.0985], [-1.4781, 4.7708, 3.1892], [-1.9929, 5.8528, 3.7994], [-1.1258, 3.6534, 3.9180], [-1.2933, 3.6674, 5.2587]]}

Question: What is the formula in the first record?
Answer: C30H22B2BrF4FeN4O2